Formula: C18H24N2O5
Source: the OMol25 dataset
Level of theory: ωB97M-V with the def2-TZVPD basis set

Values from the calculation:
E_tot	-1185.4706	Ha
energy relative to the best compared isomer or geometry (same formula, charge and spin)	385.2	kcal/mol
HOMO-LUMO gap	7.95	eV
total charge	0
HOMO level	-7.908	eV

Each line ends with the natural charge from an NBO analysis.
Geometry (Å):
C 5.8607 1.0842 1.1581  -0.288
H 6.9566 1.2134 0.6462  0.200
O 5.1378 0.8455 -0.0389  -0.509
C 3.7221 0.4665 0.2083  0.220
C 3.0821 0.3889 1.3222  -0.247
C 1.6486 0.2007 1.6693  -0.211
C 0.8604 -0.1951 0.6868  0.065
C 1.5309 -0.1241 -0.8573  -0.378
C 2.8418 0.1627 -0.9901  0.354
O 3.6056 0.0507 -2.0860  -0.482
C 2.8026 -0.0802 -3.2144  -0.205
H 3.4845 -0.1534 -4.1446  0.204
H 2.4800 -1.4760 -3.2601  0.124
H 2.0670 0.5053 -3.4178  0.165
H 0.9378 -0.4459 -1.7103  0.236
C -0.5912 -0.4292 0.7742  -0.089
N -1.2806 0.1399 -0.2866  -0.358
C -1.9422 -0.5906 -1.1260  0.603
O -2.5045 -0.1677 -2.2344  -0.664
C -1.5954 -1.8682 -0.6464  0.232
C -0.8304 -1.8576 0.2446  -0.154
C -0.3378 -2.8274 1.3134  0.570
O 0.3941 -2.5717 2.2300  -0.517
C -0.5401 -4.2680 0.8296  -0.666
H -0.0602 -4.2611 -0.5833  0.203
H 0.0539 -5.0199 1.3205  0.228
H -1.5377 -4.6748 0.5795  0.243
O -2.0193 -2.7868 -1.4819  -0.644
H -2.6761 -2.6111 -2.0602  0.507
C -1.3275 1.6960 -0.3702  -0.262
H -1.7960 2.0776 -1.4619  0.241
H -0.3702 2.1002 -0.5391  0.219
C -2.1415 2.4591 0.7056  -0.215
N -3.6030 1.9956 0.7561  -0.445
C -3.9478 0.7831 1.3805  -0.385
H -4.9284 1.0709 1.6891  0.206
H -3.3019 0.7139 2.1114  0.182
H -3.7556 0.0103 0.9777  0.147
C -4.3384 2.4004 -0.4282  -0.442
H -5.5003 2.4801 -0.1149  0.181
H -4.0551 1.5194 -1.0562  0.221
H -4.1965 3.4090 -0.6008  0.204
H -2.1735 3.4557 0.5553  0.207
H -1.7639 2.0406 1.6754  0.177
H -0.9600 -0.0936 1.5913  0.213
H 1.4084 0.2702 2.5838  0.201
H 3.7084 0.7253 2.3925  0.202
H 5.9736 0.1326 1.8535  0.204
H 5.5184 2.1050 1.4548  0.201

Forces on atoms 1 to 2 (eV/Å):
3.19 -0.32 -1.81
-2.33 -0.11 1.70

Formula: C18H24N2PtS5
Source: the OMol25 dataset
Level of theory: ωB97M-V with the def2-TZVPD basis set

Values from the calculation:
E_tot	-2919.5373	Ha
energy relative to the best compared isomer or geometry (same formula, charge and spin)	22.4	kcal/mol
HOMO-LUMO gap (spin up / spin down)	6.25 / 6.25	eV
total charge	+2
HOMO level (spin up / spin down)	-14.030 / -14.030	eV

Each line ends with the natural charge from an NBO analysis.
Geometry (Å):
Pt 0.2162 -0.0620 -0.1412  0.572
C 0.5911 2.0457 -2.5542  -0.527
C 0.9426 3.0298 -1.4489  -0.537
S 1.4230 2.2066 0.1273  0.378
C 0.2809 2.9557 1.3415  -0.540
C -1.1639 2.5211 1.2179  -0.541
S -1.2841 0.7270 1.5205  0.443
C -2.8600 0.3173 0.6986  -0.540
C -2.8959 -1.1636 0.3922  -0.541
S -1.6124 -1.7647 -0.7587  0.378
C -2.1524 -1.1226 -2.4021  -0.536
C -1.1451 -0.2121 -3.0895  -0.532
S -1.0278 1.3290 -2.1351  0.158
H 1.3316 1.2485 -2.6266  0.231
H 0.5117 2.5577 -3.5117  0.262
H 0.1032 3.6944 -1.2420  0.245
H 1.7990 3.6335 -1.7441  0.272
H 0.3643 4.0377 1.2408  0.271
H 0.6991 2.6741 2.3091  0.267
H -1.5799 2.7352 0.2344  0.243
H -1.7634 3.0263 1.9771  0.271
H -2.9534 0.9283 -0.1976  0.244
H -3.6681 0.5635 1.3895  0.270
H -3.8662 -1.4445 -0.0171  0.271
H -2.7239 -1.7556 1.2930  0.267
H -3.1061 -0.6126 -2.2632  0.248
H -2.3143 -2.0071 -3.0161  0.271
H -1.4915 0.0287 -4.0936  0.264
H -0.1609 -0.6772 -3.1521  0.234
S 4.8323 -2.8623 -4.0575  0.350
C 3.6481 -2.2553 -2.8889  -0.104
C 3.9516 -1.1078 -2.1569  -0.238
C 3.0088 -0.5925 -1.2924  0.044
N 1.8097 -1.1634 -1.1018  -0.525
C 1.5494 -2.3132 -1.7472  0.021
C 2.4264 -2.8807 -2.6452  -0.187
C 3.7404 -3.0091 -5.4812  -0.157
C 2.9845 -4.1415 -5.7320  -0.269
C 2.1836 -4.1436 -6.8711  0.051
N 2.1325 -3.1178 -7.7067  -0.384
C 2.8733 -2.0452 -7.4761  0.051
C 3.7019 -1.9386 -6.3625  -0.257
H 4.9042 -0.6135 -2.2856  0.261
H 3.2173 0.3087 -0.7317  0.218
H 0.6194 -2.8125 -1.5183  0.214
H 2.1567 -3.7997 -3.1437  0.248
H 3.0302 -5.0102 -5.0886  0.235
H 1.5772 -5.0060 -7.1222  0.213
H 2.8137 -1.2426 -8.2022  0.212
H 4.3051 -1.0566 -6.1963  0.236

Forces on atoms 1 to 2 (eV/Å):
0.01 -0.48 0.93
-0.32 -0.21 0.01

Formula: C18H24N4O3
Source: the OMol25 dataset
Level of theory: ωB97M-V with the def2-TZVPD basis set

Values from the calculation:
E_tot	-1144.8712	Ha
energy relative to the best compared isomer or geometry (same formula, charge and spin)	183.5	kcal/mol
HOMO-LUMO gap	6.81	eV
total charge	0
HOMO level	-7.880	eV
SMILES	O=[N+]([O-])C1=CC=C2C(=NC3(CCCCC3)N2O)/C1=N\C1CCCCC1

Each line ends with the natural charge from an NBO analysis.
Geometry (Å):
O -3.9442 -4.0019 0.0413  -0.422
N -3.4429 -2.9142 -0.2002  0.527
O -4.0740 -1.9474 -0.5733  -0.361
C -2.0292 -2.8049 -0.0679  -0.065
C -1.2853 -3.9572 -0.0835  -0.084
C 0.1172 -3.9715 -0.0213  -0.375
C 0.7506 -2.7605 -0.0018  0.178
N 2.0451 -2.3978 0.0398  -0.094
C 2.1730 -0.9346 0.0031  0.248
N 0.8228 -0.4795 -0.0423  -0.385
C 0.0300 -1.4955 -0.0356  0.250
C -1.4316 -1.4866 0.0609  0.143
N -2.1482 -0.4837 0.3918  -0.297
C -1.6551 0.8401 0.5010  -0.085
C -2.6245 1.6504 1.3735  -0.403
C -3.7210 2.2676 0.5148  -0.408
C -3.1343 3.3250 -0.4273  -0.398
C -1.7067 2.9594 -0.8523  -0.402
C -1.5416 1.4479 -0.9165  -0.407
H -2.3264 1.0223 -1.5433  0.211
H -0.5765 1.1719 -1.3420  0.219
H -1.4849 3.3950 -1.8285  0.211
H -0.9846 3.3662 -0.1410  0.192
H -3.7714 3.4125 -1.3089  0.203
H -3.1227 4.2996 0.0654  0.199
H -4.1904 1.4653 -0.0550  0.212
H -4.4870 2.7184 1.1474  0.209
H -3.0638 0.9792 2.1120  0.223
H -2.0809 2.4347 1.9036  0.194
H -0.6430 0.8429 0.9438  0.211
C 2.8990 -0.4268 1.2585  -0.408
C 3.0410 1.0900 1.2111  -0.400
C 3.8077 1.5162 -0.0360  -0.396
C 3.0830 1.0242 -1.2840  -0.401
C 2.9327 -0.4918 -1.2577  -0.407
H 2.3831 -0.8372 -2.1354  0.221
H 3.9103 -0.9775 -1.2486  0.217
H 2.0917 1.4772 -1.3281  0.212
H 3.6341 1.3136 -2.1802  0.215
H 3.8945 2.6031 -0.0627  0.214
H 4.8170 1.0983 -0.0077  0.193
H 2.0462 1.5374 1.1949  0.212
H 3.5575 1.4311 2.1099  0.214
H 3.8849 -0.8959 1.2952  0.212
H 2.3309 -0.7284 2.1421  0.217
O 3.1356 -3.2351 -0.0016  -0.519
H 3.2385 -3.6647 0.8641  0.478
H 0.6607 -4.9018 -0.0300  0.229
H -1.8170 -4.8948 -0.1614  0.252

Forces on atoms 1 to 2 (eV/Å):
-0.25 -0.28 0.12
-0.68 -0.15 -0.16

Formula: C18H24N4O6S
Source: the OMol25 dataset
Level of theory: ωB97M-V with the def2-TZVPD basis set

Values from the calculation:
E_tot	-1768.8625	Ha
energy relative to the best compared isomer or geometry (same formula, charge and spin)	71.2	kcal/mol
HOMO-LUMO gap	9.11	eV
total charge	0
HOMO level	-9.064	eV
SMILES	COCCN(CCOC)S(=O)(=O)c1ccc(C(=O)Nc2nnc(C3CC3)o2)cc1

Each line ends with the natural charge from an NBO analysis.
Geometry (Å):
C -4.3529 -3.2971 -0.1480  -0.260
H -4.7905 -4.1892 -0.5914  0.193
O -5.1889 -2.2226 -0.5238  -0.534
C -4.7200 -0.9619 -0.1188  -0.090
C -3.6646 -0.3798 -1.0884  -0.258
N -2.6044 0.3482 -0.4284  -0.686
S -1.4947 -0.5762 0.4146  2.322
O -1.2849 -1.7914 -0.3166  -0.943
O -1.8161 -0.6769 1.8116  -0.942
C -0.0403 0.4534 0.2404  -0.352
C 0.4226 0.7123 -1.0357  -0.197
C 1.5823 1.4483 -1.1989  -0.136
C 2.2680 1.9067 -0.0780  -0.113
C 1.7689 1.6792 1.1990  -0.209
C 0.6069 0.9426 1.3571  -0.127
H 0.2053 0.7183 2.3331  0.242
H 2.3004 2.0558 2.0597  0.230
C 3.5844 2.5999 -0.2435  0.671
O 3.7348 3.7909 -0.3380  -0.548
N 4.6615 1.7414 -0.2775  -0.621
C 4.6715 0.3777 -0.1846  0.597
N 5.7338 -0.3612 -0.2116  -0.326
N 5.3153 -1.6412 -0.0988  -0.303
C 4.0270 -1.6251 -0.0088  0.477
C 3.1014 -2.7376 0.1240  -0.315
C 3.4525 -4.0483 -0.5376  -0.387
C 3.5245 -3.9338 0.9428  -0.387
H 2.7662 -4.4125 1.5423  0.222
H 4.5018 -3.8898 1.3967  0.232
H 2.6431 -4.6073 -0.9802  0.223
H 4.3811 -4.0811 -1.0849  0.233
H 2.0643 -2.4278 0.1502  0.248
O 3.5396 -0.3489 -0.0561  -0.426
H 5.5812 2.1562 -0.3804  0.441
H 1.9715 1.6479 -2.1861  0.222
H -0.1184 0.3130 -1.8786  0.242
C -2.9272 1.5907 0.2379  -0.265
H -3.9857 1.6389 0.5046  0.208
C -2.5485 2.7966 -0.6446  -0.065
O -2.4842 4.0064 0.0650  -0.532
C -1.3053 4.1924 0.8116  -0.251
H -1.3620 5.2011 1.2153  0.200
H -1.2185 3.4794 1.6386  0.160
H -0.4155 4.1023 0.1766  0.171
H -1.5873 2.5857 -1.1362  0.167
H -3.3099 2.9466 -1.4138  0.188
H -2.3500 1.6244 1.1647  0.220
H -4.1272 0.2755 -1.8292  0.209
H -3.1799 -1.2064 -1.6109  0.239
H -4.2736 -1.0222 0.8844  0.177
H -5.6046 -0.3201 -0.0775  0.189
H -3.3272 -3.1707 -0.5063  0.183
H -4.3276 -3.4028 0.9431  0.169

Forces on atoms 1 to 2 (eV/Å):
0.04 -0.02 0.01
0.07 -0.04 0.05

Formula: C18H24N4OS
Source: the OMol25 dataset
Level of theory: ωB97M-V with the def2-TZVPD basis set

Values from the calculation:
E_tot	-1392.7510	Ha
energy relative to the best compared isomer or geometry (same formula, charge and spin)	41.6	kcal/mol
HOMO-LUMO gap	8.94	eV
total charge	0
HOMO level	-8.265	eV
SMILES	C[C@H](NC(=O)c1cccnc1)[C@@H](c1cccs1)N1CCN(C)CC1

Each line ends with the natural charge from an NBO analysis.
Geometry (Å):
C 0.1284 -2.0215 2.2276  -0.623
H 0.9636 -2.5515 2.6801  0.223
H -0.7615 -2.6282 2.3517  0.214
H -0.0054 -1.0713 2.7379  0.213
C 0.4228 -1.7836 0.7542  -0.047
N 1.7538 -1.2212 0.6451  -0.612
C 2.5586 -1.4710 -0.4128  0.666
O 2.2858 -2.2777 -1.2818  -0.622
C 3.8344 -0.6937 -0.4286  -0.182
C 4.4507 -0.4481 -1.6537  -0.131
C 5.6355 0.2652 -1.6813  -0.257
C 6.1642 0.7026 -0.4752  0.046
N 5.6034 0.4521 0.6958  -0.416
C 4.4738 -0.2301 0.7193  0.049
H 4.0792 -0.4307 1.7076  0.192
H 7.0828 1.2734 -0.4380  0.194
H 6.1377 0.4763 -2.6124  0.222
H 3.9891 -0.8222 -2.5558  0.239
H 1.9233 -0.4139 1.2239  0.405
H 0.4351 -2.7290 0.2019  0.234
C -0.5596 -0.8084 0.0359  -0.090
C -1.9115 -1.4077 -0.2041  -0.192
C -2.8274 -1.9744 0.6303  -0.270
C -3.9919 -2.4224 -0.0340  -0.255
C -3.9534 -2.1977 -1.3704  -0.415
S -2.4902 -1.4358 -1.8439  0.447
H -4.6917 -2.4320 -2.1109  0.237
H -4.8181 -2.8918 0.4695  0.225
H -2.7034 -2.0747 1.6927  0.221
N -0.5085 0.4850 0.7237  -0.475
C -0.0266 1.5873 -0.0876  -0.214
C -1.1120 2.1771 -0.9911  -0.246
N -2.1990 2.6664 -0.1630  -0.442
C -3.2129 3.3374 -0.9449  -0.404
H -3.9796 3.7244 -0.2750  0.200
H -2.7575 4.1726 -1.4752  0.199
H -3.6925 2.6720 -1.6810  0.164
C -2.7579 1.5746 0.6140  -0.247
C -1.6665 0.9268 1.4749  -0.223
H -2.0863 0.0901 2.0303  0.206
H -1.3081 1.6754 2.1898  0.202
H -3.5345 1.9791 1.2684  0.202
H -3.2240 0.8159 -0.0398  0.171
H -0.7016 3.0156 -1.5585  0.204
H -1.4586 1.4093 -1.7084  0.163
H 0.8260 1.2587 -0.6859  0.200
H 0.3118 2.3697 0.5993  0.202
H -0.1200 -0.6684 -0.9606  0.220

Forces on atoms 1 to 2 (eV/Å):
-0.05 -0.06 -0.27
0.03 -0.03 0.05